{"formula": "C11H18NO", "method": "ωB97M-V/def2-TZVPD", "e_homo_ev": [-8.507, -13.582], "spin_multiplicity": 3, "e_lumo_ev": [-2.57, -5.64], "homo_lumo_gap_ev": [5.94, 7.95], "largest_force_ev_per_a": 9.8, "charge": 1, "de_lowest_kcal_mol": 76.16, "species": ["C", "C", "C", "C", "C", "C", "C", "C", "C", "C", "C", "N", "O", "H", "H", "H", "H", "H", "H", "H", "H", "H", "H", "H", "H", "H", "H", "H", "H", "H", "H"], "coordinates": [[3.004198, 0.403407, 0.228722], [2.400111, 1.438969, 0.787464], [1.844109, 0.064482, -0.689641], [1.082547, 1.191006, -0.059334], [0.798954, -1.095796, -0.394844], [-0.135420, 0.441256, 0.353335], [1.230416, -2.039941, 0.682333], [0.219759, -1.784323, -1.591041], [-0.602590, 0.633632, 1.844526], [-2.312831, -0.428444, -0.596318], [-1.874123, 2.053574, -0.341486], [-1.261020, 0.706124, -0.592353], [1.393174, 1.130422, -1.370858], [4.068203, 0.156862, 0.255227], [2.584921, 2.265722, 1.444787], [2.281201, -2.033548, 1.024276], [0.983111, -3.124186, 0.315726], [0.468803, -1.749428, 1.566684], [-0.637811, -2.453656, -1.387729], [0.981457, -2.332228, -2.057440], [-0.044611, -1.058236, -2.339963], [-1.251532, -0.144977, 2.264031], [-1.026402, 1.569013, 2.071871], [0.407222, 0.562164, 2.520384], [-3.353055, 0.015307, -0.563514], [-2.149789, -1.153114, -1.355037], [-2.200071, -0.926552, 0.354107], [-1.063529, 2.893714, -0.132787], [-2.573672, 2.218747, -1.245849], [-2.388980, 1.825642, 0.553292], [-0.872746, 0.754394, -1.548569]], "atomic_forces_ev_per_a": [[0.896, -0.565, -1.109], [-3.483, 0.583, -0.497], [3.884, -8.911, -0.947], [-2.884, 5.287, 6.256], [3.847, 1.219, -1.184], [-0.038, 2.801, 1.315], [-2.399, -1.353, 1.330], [-1.541, 0.882, 0.294], [3.807, -2.131, 0.712], [-0.995, 1.800, 1.577], [0.436, 0.872, -1.403], [0.033, -0.669, -1.482], [-1.413, 0.581, -2.550], [-0.528, -0.595, -0.083], [0.252, 0.023, 0.279], [-0.618, 0.404, -0.186], [0.405, 1.885, 1.011], [2.053, -1.246, -1.366], [0.576, 0.310, 0.038], [1.186, -1.133, -0.483], [-0.465, 0.313, -0.525], [0.103, 0.010, -0.452], [-0.508, 1.294, 0.036], [-2.451, 0.180, -1.684], [1.291, -0.443, -0.530], [0.024, -0.004, -0.839], [0.089, -0.199, 0.271], [-1.689, -1.972, -0.835], [1.107, 0.243, 1.716], [-1.112, 0.746, 0.810], [0.135, -0.212, 0.510]], "mulliken_spin": [0.07, 0.12, 0.56, 0.43, 0.30, 0.33, 0.05, -0.03, 0.02, 0.01, 0.00, 0.01, 0.09, 0.01, 0.00, -0.02, 0.01, 0.01, 0.01, 0.01, 0.00, 0.00, 0.01, 0.00, 0.00, 0.00, 0.00, 0.01, -0.01, 0.00, 0.00]}